Molecular formula: C34H75F12N7O23S4
Method: DFT, ωB97M-V with the def2-TZVPD basis set

Calculated values
E_LUMO ... 0.462 eV
E ... -6245.208070 hartree
Kohn-Sham gap ... 0.0850 Ha
Total charge ... -2

```
155
Properties=species:S:1:pos:R:3:forces:R:3:mulliken_charge:R:1
C 13.6743 4.0132 3.8909 -0.6 0.4 0.6 0.51
F 14.7937 3.4152 3.5137 -0.1 -0.2 -0.3 0.06
F 13.9896 4.8160 4.9301 -0.4 -1.0 0.6 -0.18
F 13.1942 4.8004 2.9369 -0.1 -0.9 -0.4 -0.16
S 12.3914 2.7526 4.4014 0.4 0.9 2.3 -0.39
O 12.3809 1.7819 3.3482 -0.2 0.4 -0.3 0.35
O 12.8541 2.2548 5.6908 0.1 0.5 -0.6 -0.71
N 11.0705 3.7963 4.6638 2.5 -2.0 -0.4 -0.23
S 9.9090 2.9495 4.0028 -2.8 -0.9 -2.3 0.29
O 9.9698 2.9989 2.5615 -0.1 0.3 0.3 -0.03
O 9.6946 1.6324 4.5586 0.6 0.3 0.6 -0.63
C 8.3172 3.8062 4.4786 1.2 -0.8 -0.7 0.00
F 8.4276 4.0990 5.7765 -0.9 0.0 0.1 -0.19
F 8.0670 4.8908 3.7794 0.4 0.7 -0.1 -0.19
F 7.3836 2.9336 4.1625 -0.1 0.2 0.7 -0.03
C 4.1066 4.3153 -1.9537 0.1 -0.3 0.9 0.57
F 2.9564 4.8998 -1.5887 0.0 0.1 0.0 -0.23
F 3.8066 3.1155 -2.4552 0.0 0.0 -0.3 -0.24
F 4.6662 5.0751 -2.8928 0.0 -0.2 -0.1 -0.24
S 5.2342 4.1652 -0.4480 -1.2 0.3 -2.0 1.16
O 5.6658 5.5276 -0.2952 0.3 -0.2 0.0 -0.61
O 4.4872 3.5945 0.6295 -0.1 -0.3 -0.5 -0.64
N 6.3371 3.1424 -1.2214 -2.3 1.8 1.0 -0.56
S 7.4422 3.1832 -0.1459 5.0 -1.6 0.9 1.14
O 8.3141 4.3427 -0.1484 -0.8 -0.3 -0.1 -0.57
O 7.1042 2.6239 1.1304 -0.2 0.1 0.2 -0.56
C 8.6463 1.8755 -0.8486 -1.1 0.2 -1.0 0.33
F 9.8427 1.9797 -0.2756 -0.3 -0.4 0.2 -0.04
F 8.1482 0.6247 -0.7370 0.4 0.1 0.7 -0.27
F 8.8408 2.0145 -2.1809 0.1 0.5 0.0 -0.29
C 8.2592 7.5006 1.6563 -0.8 -0.8 -0.8 -1.72
C 9.6890 7.3307 2.0964 -0.2 1.1 -1.1 1.03
C 10.3834 6.1341 1.4496 0.5 0.5 1.9 1.31
O 10.6557 6.3570 0.0931 -0.9 0.1 -0.3 -0.62
C 11.1119 5.1970 -0.5399 1.9 -1.1 0.4 -0.10
N 10.3933 8.5919 1.6514 1.4 -0.2 0.3 0.06
H 11.3552 8.5899 2.0455 0.1 0.1 0.8 0.36
H 10.5758 8.6318 0.6505 -0.8 0.0 -0.1 0.47
H 9.8784 9.3799 2.0473 -0.1 0.1 0.0 0.44
H 7.7258 8.3867 1.9829 0.5 0.0 0.2 0.61
H 7.6893 6.6619 2.0553 -0.1 -0.1 -0.3 0.09
H 8.2172 7.4752 0.5630 0.0 -0.4 0.0 0.48
H 9.8233 7.3994 3.1738 0.0 -0.6 -0.1 -1.13
H 9.7884 5.2555 1.7115 0.0 -0.1 -0.7 -0.10
H 11.3404 6.0465 1.9869 0.1 -0.3 -0.2 -0.30
H 10.4796 4.3064 -0.5300 -0.7 0.8 -0.3 -0.12
H 11.9977 4.7982 -0.0058 0.1 0.3 0.2 -0.10
H 11.5237 5.4383 -1.5188 -0.6 0.2 -0.2 0.39
C 10.4466 5.0808 7.8084 -0.6 0.2 -0.1 -1.33
C 11.4521 6.1409 7.4203 0.9 -0.3 -1.1 0.66
C 12.8848 5.8539 7.8591 -0.1 1.2 0.8 -0.78
O 13.6916 6.8999 7.3419 0.2 -0.9 0.3 -0.17
C 15.0334 6.7869 7.7393 0.4 -0.1 0.1 -0.96
N 11.5181 6.3630 5.9284 -0.5 -0.2 0.0 1.86
H 11.4359 5.4979 5.3495 -0.2 0.4 0.6 -0.74
H 10.7805 7.0421 5.6613 -0.6 0.2 -0.2 0.20
H 12.3946 6.8456 5.6954 0.5 0.5 0.1 0.01
H 10.5362 4.1668 7.2249 0.3 0.0 0.1 0.18
H 9.4393 5.4554 7.6225 0.0 0.0 0.0 0.25
H 10.4812 4.8425 8.8716 0.2 0.0 0.0 0.50
H 11.1917 7.1195 7.8207 -0.1 0.0 0.1 0.41
H 13.3135 4.8914 7.5698 -0.4 -0.3 0.0 0.18
H 12.8376 5.9833 8.9493 0.3 -0.6 0.2 0.49
H 15.7546 7.1630 7.0126 -0.6 0.5 -0.4 0.24
H 15.3616 5.7468 7.8623 -0.3 -0.2 0.3 0.31
H 15.1862 7.3390 8.6713 0.1 -0.1 0.2 0.31
C 16.9702 -0.0687 -0.9867 -0.7 1.2 -0.6 -1.43
C 17.1862 1.4337 -1.0741 0.7 -1.2 -1.3 0.18
C 16.3690 2.2833 -0.1198 0.3 -0.1 -1.0 0.19
O 16.9531 3.5735 -0.2136 -0.6 -0.4 0.9 -0.51
C 16.3145 4.4579 0.6977 1.1 1.9 0.2 -0.60
N 18.6714 1.7087 -0.8626 -0.6 1.0 0.9 -0.08
H 18.7810 1.6358 0.1561 0.8 -0.4 0.9 0.10
H 19.2648 1.0650 -1.3697 0.0 -0.1 0.1 0.37
H 18.9107 2.6838 -1.0477 -0.1 0.0 -0.2 0.42
H 15.8907 -0.2572 -1.2808 1.4 0.4 0.5 0.30
H 17.0401 -0.3893 0.0498 0.1 -0.2 -0.1 0.21
H 17.5226 -0.7309 -1.6564 0.6 0.5 0.0 0.47
H 16.9976 1.7807 -2.0918 -0.1 0.1 0.0 0.29
H 16.3183 1.8610 0.8878 0.3 0.2 0.2 -0.06
H 15.3517 2.3020 -0.5186 -0.1 0.0 0.1 0.36
H 16.9696 5.3308 0.7957 0.1 -0.1 -0.2 0.34
H 16.2832 4.1185 1.7320 -0.4 -0.6 -0.2 0.03
H 15.3917 4.8955 0.3119 -0.4 -0.7 0.1 0.38
C 14.4341 -0.8893 9.1318 0.3 -0.1 -1.0 -1.35
C 15.7638 -0.6962 8.3818 -0.1 -0.5 0.7 0.12
C 15.7293 0.0525 7.0664 -0.9 -0.6 -0.2 -0.27
O 14.7912 -0.6242 6.2909 -0.4 -1.3 0.0 -0.19
C 14.9843 -0.4361 4.8652 0.3 1.1 1.2 0.36
N 16.7015 0.0540 9.3310 0.2 -0.3 -0.3 -0.27
H 16.2935 0.9607 9.5622 0.1 0.0 0.2 0.35
H 16.8312 -0.5255 10.1583 -0.2 0.3 0.3 0.37
H 17.6354 0.1746 8.9345 -0.1 0.3 -0.2 0.36
H 13.9142 -1.7451 8.7053 0.1 0.0 -0.1 0.29
H 13.7673 -0.0454 8.9546 0.1 0.2 0.4 0.33
H 14.6200 -1.1162 10.1819 -0.2 0.2 0.1 0.47
H 16.2602 -1.6588 8.2515 -0.1 0.0 -0.1 0.29
H 16.7196 -0.0307 6.6047 0.1 0.6 0.0 0.19
H 15.3553 1.0697 7.2440 0.5 0.4 -0.2 0.25
H 15.9854 -0.8012 4.6400 0.0 0.2 -0.4 0.49
H 14.8663 0.6432 4.7811 0.3 0.0 -0.9 0.05
H 14.2425 -0.9382 4.2609 -0.2 -0.1 0.4 -0.86
C 13.0505 -3.2606 4.0579 0.6 -0.9 0.8 -1.49
C 11.6277 -3.1274 3.5911 -0.5 0.0 -0.2 0.07
C 11.0468 -1.7313 3.3576 -0.2 -0.7 -0.2 -0.06
O 9.7289 -2.0348 2.9249 0.1 0.1 -0.4 -0.53
C 9.0770 -0.8590 2.4265 0.1 0.8 0.3 -0.28
N 11.4954 -3.9359 2.3069 -0.2 -0.1 -0.4 -0.19
H 11.9550 -4.8333 2.4394 0.3 0.1 -0.2 0.36
H 10.5233 -4.1567 2.0882 -0.2 0.6 0.1 0.41
H 11.9025 -3.4386 1.5010 0.5 0.3 0.0 0.27
H 13.4270 -4.2945 4.0810 -0.5 -0.2 -0.5 0.53
H 13.1310 -3.0780 5.1319 0.0 0.9 -0.2 0.27
H 13.7784 -2.7372 3.4416 -0.3 0.4 0.0 0.31
H 10.8859 -3.6141 4.2269 0.4 -0.1 0.4 0.47
H 11.6090 -1.1783 2.5990 0.1 0.0 0.0 -0.08
H 11.0271 -1.1606 4.2908 0.1 0.0 0.0 0.50
H 8.0440 -1.0647 2.1628 0.1 -0.3 0.1 0.37
H 9.5990 -0.4403 1.5612 0.1 -0.2 -0.1 0.19
H 9.1021 -0.0906 3.1999 -0.2 0.0 0.0 0.01
C 13.3047 0.4015 0.3785 -0.5 0.0 1.2 -0.25
C 13.9939 -0.9451 0.3922 -0.4 -1.7 -2.6 0.23
O 13.4723 -1.9021 1.0284 -0.5 0.0 1.5 -0.66
O 14.9017 -1.1596 -0.4627 -1.8 -0.4 1.4 -0.76
H 13.5820 1.0435 -0.4494 0.2 0.0 0.0 0.47
H 13.4281 0.8901 1.3514 0.3 0.3 -0.2 -0.31
H 12.2236 0.2455 0.3710 0.0 -0.1 -0.3 0.23
C 17.5436 1.4338 3.9171 0.4 0.4 0.0 -0.03
C 18.5266 2.1943 3.0254 0.8 0.5 -0.5 0.38
O 19.2228 1.4750 2.2443 -0.3 -0.4 -0.7 -0.90
O 18.5935 3.4342 3.1051 -0.4 -0.3 0.2 -0.72
H 16.8719 0.8770 3.2654 -0.3 0.1 0.1 -0.06
H 17.0558 2.1723 4.5533 -0.4 -0.3 0.0 0.03
H 18.0838 0.6968 4.5177 0.1 0.0 0.0 0.34
C 14.6248 7.0948 3.3555 -0.1 -0.4 0.2 0.04
C 13.5757 7.9897 4.0248 0.3 1.3 -0.7 0.25
O 12.7144 8.5117 3.2629 -0.4 -0.4 -0.4 -0.86
O 13.6589 8.1995 5.2521 0.1 -0.4 -0.4 -0.67
H 15.6510 7.3878 3.5743 0.0 0.2 0.2 0.46
H 14.4923 7.0613 2.2753 -0.1 0.0 0.0 0.30
H 14.4499 6.1038 3.7825 0.9 1.3 -0.6 -0.72
C 6.1594 1.1219 5.8291 -0.1 0.0 0.4 0.01
C 5.5142 0.2770 6.9501 -1.4 1.5 1.3 0.32
O 4.4560 -0.3369 6.6725 0.4 -0.6 -0.7 -0.75
O 5.9255 0.4789 8.1302 0.7 -0.4 -0.4 -0.76
H 6.8021 1.9069 6.2232 0.4 -0.5 0.3 -0.10
H 5.3909 1.7068 5.3208 -0.2 -0.5 -0.3 0.26
H 6.7027 0.4862 5.1294 0.0 0.2 -0.2 -0.05
C 7.2284 7.4096 5.1011 0.7 0.3 0.7 -0.68
C 8.4426 8.2893 4.7503 -0.8 1.2 -1.1 0.77
O 8.2323 9.0745 3.7804 0.3 0.1 1.0 -0.73
O 9.5175 8.2557 5.3953 0.3 -0.9 0.5 -0.81
H 6.9850 6.6971 4.3213 0.0 0.2 -0.1 -0.05
H 6.4021 8.1056 5.2363 -0.2 -0.2 0.0 0.40
H 7.4233 6.8560 6.0227 -0.2 0.0 0.0 0.22
```
Positions in Å, forces in eV/Å.